Entry from the OMol25 dataset: C16H15N3O6S2 in the gas phase (the ωB97M-V functional and the def2-TZVPD basis).

Element x y z (Å)
1 O 1.419 2.226 2.107
2 H 0.807 1.067 -2.703
3 C -1.970 -2.345 0.489
4 C -0.804 2.290 0.020
5 C 0.221 1.948 -0.842
6 O 3.718 -1.684 -0.204
7 C -1.304 0.934 -2.436
8 S 1.978 1.477 1.031
9 C -2.089 1.899 -0.346
10 H -0.591 2.780 0.955
11 N -3.277 1.986 0.300
12 C 0.477 -2.012 -0.212
13 H 2.228 1.902 -1.141
14 H 1.371 -3.845 -0.788
15 H -0.324 -3.669 -1.270
16 O -2.252 -3.362 -0.095
17 H -4.354 -2.834 0.515
18 C -4.216 -1.946 1.135
19 H -4.526 -2.151 2.159
20 C 2.789 -0.900 -0.715
21 H 0.956 -2.782 -2.131
22 H -1.487 0.421 -3.367
23 C 1.483 -1.037 -0.002
24 H 5.642 -2.290 -0.263
25 N 1.548 2.166 -0.436
26 O 2.949 -0.139 -1.638
27 C -2.354 1.209 -1.556
28 H 5.405 -0.519 -0.405
29 C -0.641 -1.729 0.546
30 S -0.444 -0.323 1.541
31 O 3.387 1.249 0.990
32 C 5.039 -1.503 -0.706
33 O -2.843 -1.574 1.146
34 C -0.034 1.300 -2.068
35 C 1.125 -0.083 0.912
36 H 5.045 -1.573 -1.795
37 C 0.622 -3.148 -1.161
38 N -4.264 1.397 -0.390
39 H -4.783 -1.106 0.732
40 H -4.355 0.423 -2.215
41 C -3.745 0.936 -1.498
42 H -3.465 2.395 1.200

Its structure (SMILES) is COC(=O)c1sc(S(=O)(=O)Nc2ccc3cn[nH]c3c2)c(C(=O)OC)c1C. The total energy comes out at -55260.8242 eV. As for the LUMO energy: -0.340 eV. The frontier orbital gap is 8.22 eV. The spin multiplicity is 1. The highest occupied orbital energy comes out at -8.6 eV.



Entry from the OMol25 dataset: a gas-phase ion, C7H14N2 (charge +2) (the ωB97M-V functional and the def2-TZVPD basis).

Element x y z (Å)
1 H -1.328 1.431 -0.017
2 H 2.056 -0.424 -2.066
3 N -0.994 -0.722 0.065
4 H -1.449 0.729 1.591
5 H 2.750 0.438 1.344
6 H 0.923 2.168 1.257
7 H -0.862 -2.706 0.848
8 C -1.561 -1.879 0.771
9 C -1.948 -1.534 -0.651
10 H 1.068 -1.401 0.145
11 C 0.621 -0.505 -0.198
12 H -1.563 -2.155 -1.507
13 H -2.515 0.392 0.495
14 C 1.436 2.042 0.344
15 H 0.339 0.500 -2.260
16 C 2.516 1.019 0.555
17 N 1.335 0.760 -0.269
18 C -1.504 0.544 0.571
19 C 1.105 0.032 -1.519
20 H -2.281 -1.808 1.565
21 H -2.995 -1.115 -0.864
22 H 1.517 2.920 -0.153
23 H 3.334 1.273 -0.047

The total energy comes out at -10435.4679 eV. As for the LUMO energy (spin up / spin down): -6.743 / -14.852 eV. As for the expectation value of S²: 2.006. The frontier orbital gap (spin up / spin down) is 6.55 / 4.98 eV. Its charge is +2. The spin multiplicity is 3. The highest occupied orbital energy (spin up / spin down) comes out at -13.3 / -19.8 eV.



Entry from the OMol25 dataset: C2H4N2O in the gas phase (the ωB97M-V functional and the def2-TZVPD basis).

Element x y z (Å)
1 N 0.133 -1.688 -0.322
2 H -0.325 2.129 1.699
3 H 0.165 -1.747 0.758
4 H 0.615 2.048 0.137
5 O -0.434 -0.052 -1.892
6 C -0.339 -0.371 -0.728
7 H 0.831 -2.339 -0.804
8 N -0.506 0.443 0.388
9 C -0.140 1.576 0.764

Its structure (SMILES) is C=NC(N)=O. The total energy comes out at -7165.3683 eV. As for the LUMO energy: 0.542 eV. The frontier orbital gap is 10.22 eV. The spin multiplicity is 1. The highest occupied orbital energy comes out at -9.7 eV.



Entry from the OMol25 dataset: 4 unconnected molecules or ions with the total composition CH10N2O3 (the ωB97M-V functional and the def2-TZVPD basis).

Element x y z (Å)
1 H -0.602 -0.802 0.859
2 N -0.130 1.772 -0.186
3 H 0.035 -1.991 -0.340
4 C -0.499 1.771 1.042
5 O -1.109 -1.627 0.584
6 H 1.231 0.278 -2.999
7 H -0.319 2.623 -0.786
8 H -0.754 2.784 1.518
9 O 0.999 0.228 -2.027
10 H -0.867 -2.111 1.304
11 H 0.024 0.958 -0.727
12 H 0.953 -0.734 -1.854
13 N -0.415 0.798 1.950
14 H -0.645 1.036 2.970
15 O 0.804 -2.203 -0.949
16 H 1.294 -2.779 -0.359

Its structure (SMILES) is [H]/N=C/N.O.O.O. The total energy comes out at -10321.3780 eV. As for the LUMO energy: 0.836 eV. The frontier orbital gap is 9.98 eV. The spin multiplicity is 1. The highest occupied orbital energy comes out at -9.1 eV.



Copy entry 2 word for word.
Entry from the OMol25 dataset: a gas-phase ion, C7H14N2 (charge +2) (the ωB97M-V functional and the def2-TZVPD basis).

Element x y z (Å)
1 H -1.328 1.431 -0.017
2 H 2.056 -0.424 -2.066
3 N -0.994 -0.722 0.065
4 H -1.449 0.729 1.591
5 H 2.750 0.438 1.344
6 H 0.923 2.168 1.257
7 H -0.862 -2.706 0.848
8 C -1.561 -1.879 0.771
9 C -1.948 -1.534 -0.651
10 H 1.068 -1.401 0.145
11 C 0.621 -0.505 -0.198
12 H -1.563 -2.155 -1.507
13 H -2.515 0.392 0.495
14 C 1.436 2.042 0.344
15 H 0.339 0.500 -2.260
16 C 2.516 1.019 0.555
17 N 1.335 0.760 -0.269
18 C -1.504 0.544 0.571
19 C 1.105 0.032 -1.519
20 H -2.281 -1.808 1.565
21 H -2.995 -1.115 -0.864
22 H 1.517 2.920 -0.153
23 H 3.334 1.273 -0.047

The total energy comes out at -10435.4679 eV. As for the LUMO energy (spin up / spin down): -6.743 / -14.852 eV. As for the expectation value of S²: 2.006. The frontier orbital gap (spin up / spin down) is 6.55 / 4.98 eV. Its charge is +2. The spin multiplicity is 3. The highest occupied orbital energy (spin up / spin down) comes out at -13.3 / -19.8 eV.



- Look up the total energy of the third one.
  -7165.3683 eV



- Which of these has the lowest total energy?
  C16H15N3O6S2